# 1
An isolated molecule of C7H10N2O3 in a non-equilibrium geometry, computed with ωB97M-V with the def2-TZVPD basis set.

Atoms and positions in Å:
C1 -0.706 1.136 0.298
C2 -1.871 0.837 0.229
C3 0.663 1.427 0.359
C4 0.787 -0.980 -1.923
C5 1.630 0.793 -0.611
C6 -3.276 0.541 0.113
C7 1.770 -1.472 0.301
N1 1.369 -0.613 -0.801
N2 1.119 2.273 1.232
O1 0.168 2.829 2.105
O2 2.282 2.657 1.392
O3 0.574 -2.333 -1.961
H1 0.655 3.476 2.647
H2 1.532 1.278 -1.588
H3 2.646 0.945 -0.230
H4 -3.431 -0.537 0.078
H5 -3.669 0.982 -0.803
H6 -3.818 0.951 0.964
H7 1.354 -2.464 0.143
H8 2.859 -1.540 0.344
H9 1.398 -1.065 1.242
H10 0.187 -2.536 -2.821

Properties
HOMO energy = -0.3091 Ha
Multiplicity = 1
E_LUMO = 0.70 eV
Strongest force on any atom = 0.0223 hartree/bohr
Total energy = -607.7467 hartree
Energy relative to the best compared isomer or geometry (same formula, charge and spin) = 658.2 kJ/mol

Atomic partial charges in e from the natural (NBO) method, atoms 1 to 5: -0.0941, 0.0983, 0.0515, 0.2745, -0.2330



# 2
An isolated molecule of C7H10N2O4S2 in a non-equilibrium geometry, computed with ωB97M-V with the def2-TZVPD basis set.

Atoms and positions in Å:
N1 1.690 -2.347 0.725
C1 1.142 -1.059 1.080
C2 1.259 -0.039 -0.106
N2 0.599 -0.354 -1.349
C3 2.700 0.265 -0.518
O1 3.672 -0.154 0.062
O2 2.820 1.067 -1.570
S1 0.245 1.503 0.418
O3 0.282 1.676 1.831
O4 0.618 2.552 -0.557
C4 -1.435 0.932 0.012
C5 -2.310 0.456 0.927
C6 -3.601 0.207 0.480
C7 -3.770 0.504 -0.822
S2 -2.220 1.142 -1.501
H1 2.334 -2.184 -0.055
H2 1.984 -2.993 1.398
H3 0.102 -1.275 1.485
H4 1.903 -0.651 1.749
H5 -0.122 -1.029 -1.241
H6 1.229 -0.458 -2.168
H7 2.099 1.674 -1.674
H8 -2.169 0.217 1.922
H9 -4.568 -0.176 1.046
H10 -4.485 0.525 -1.574

Properties
HOMO energy = -0.3373 Ha
Multiplicity = 1
E_LUMO = 0.05 eV
Strongest force on any atom = 0.0801 hartree/bohr
SMILES string = NC[C@](N)(C(=O)O)S(=O)(=O)c1cccs1
Total energy = -1479.5142 hartree
Energy relative to the best compared isomer or geometry (same formula, charge and spin) = 120.2 kJ/mol

Atomic partial charges in e from the natural (NBO) method, atoms 1 to 5: -0.8670, -0.2514, -0.1800, -0.8639, 0.7681



# 3
A structure of composition C7H10N3 in a non-equilibrium geometry, computed with ωB97M-V with the def2-TZVPD basis set.

Atoms and positions in Å:
C1 -0.570 -0.583 -0.983
C2 -2.965 -0.224 -1.089
C3 -2.651 0.559 -0.110
C4 -1.790 -0.933 -1.710
C5 0.200 0.742 0.797
C6 2.282 0.922 1.877
C7 2.088 -0.534 -0.054
N1 -0.820 0.280 -0.040
N2 -1.764 -1.731 -2.676
N3 1.439 0.398 0.825
H1 -3.939 -0.420 -1.498
H2 -3.021 1.236 0.622
H3 -0.144 1.468 1.529
H4 2.456 0.142 2.623
H5 3.247 1.222 1.469
H6 1.832 1.780 2.373
H7 2.140 -1.517 0.418
H8 1.517 -0.642 -0.982
H9 3.105 -0.199 -0.255
H10 -2.640 -1.966 -3.135

Properties
HOMO energy = -0.4612 Ha
Multiplicity = 1
E_LUMO = -5.03 eV
Strongest force on any atom = 0.0505 hartree/bohr
Total charge = +1
Total energy = -436.5824 hartree
Energy relative to the best compared isomer or geometry (same formula, charge and spin) = 482.5 kJ/mol

Atomic partial charges in e from the natural (NBO) method, atoms 1 to 5: 0.1595, -0.2997, 0.0373, 0.1081, 0.4282